{
  "formula": "C4H11NSi",
  "method": "ωB97M-V/def2-TZVPD",
  "gap_ha": [0.251, 0.290],
  "fmax_ha_per_bohr": 0.0581,
  "total_charge": 0,
  "lumo_energy_ev": [0.516, 0.404],
  "energy_ha": -503.095726,
  "de_lowest_kcal_mol": 109.40,
  "homo_ev": [-6.31, -7.50],
  "symbols": ["C", "C", "C", "C", "N", "Si", "H", "H", "H", "H", "H", "H", "H", "H", "H", "H", "H"],
  "xyz": [[2.0921, -0.8340, 1.6892], [-1.6041, -1.3528, -0.1134], [0.6963, 0.5335, -1.4769], [-1.5724, 1.7295, 0.2368], [2.8361, -1.6122, 1.0748], [-0.5105, 0.2164, -0.0936], [2.1788, -0.1369, 2.5293], [-2.3181, -1.5328, 0.6899], [-2.3034, -1.1074, -1.0174], [-0.8797, -2.1299, -0.3700], [1.6421, 0.3310, -0.9294], [0.5483, -0.1489, -2.3369], [0.8195, 1.5612, -1.8914], [-1.4093, 2.1992, 1.1506], [-1.3604, 2.5592, -0.5270], [-2.6650, 1.4386, 0.1913], [3.8096, -1.7138, 1.1940]],
  "mulliken_charge": [-0.123, -0.919, -0.904, -1.023, -0.434, 0.246, 0.238, 0.345, 0.266, 0.275, 0.241, 0.305, 0.348, 0.377, 0.290, 0.261, 0.213]
}